# 1
A molecular structure, C25H24FN3Pd. Source: the Open Molecules 2025 dataset; level of theory: ωB97M-V/def2-TZVPD.

Structure (ORCA input):
```
! RIJCOSX wB97M-V def2-TZVPD def2/J DEFGRID3
* xyz 0 3
Pd 0.486 -0.621 -0.933
C 3.146 -0.561 -2.890
C 3.519 -0.545 -1.436
C 4.845 -0.536 -1.053
C 5.157 -0.518 0.320
C 4.158 -0.509 1.246
C 2.805 -0.517 0.828
N 2.526 -0.533 -0.536
C 1.707 -0.524 1.716
C 1.705 -0.543 3.141
C 0.511 -0.618 3.802
C -0.731 -0.682 3.117
C -0.683 -0.631 1.742
N 0.481 -0.533 1.126
C -1.843 -0.678 0.811
C -3.149 -0.635 1.256
C -4.179 -0.700 0.335
C -3.880 -0.812 -1.006
C -2.550 -0.839 -1.406
C -2.173 -0.911 -2.853
N -1.563 -0.766 -0.508
H 3.523 0.330 -3.392
H 2.065 -0.594 -3.016
H 3.574 -1.434 -3.385
H 5.621 -0.541 -1.807
H 6.192 -0.514 0.639
H 4.388 -0.500 2.303
H 2.631 -0.513 3.699
H 0.513 -0.641 4.885
H -1.662 -0.760 3.658
H -3.352 -0.540 2.312
H -5.210 -0.659 0.664
H -4.662 -0.869 -1.751
H -2.875 -1.533 -3.407
H -1.173 -1.327 -2.964
H -2.182 0.088 -3.295
F -3.997 3.546 1.846
C -2.923 3.102 1.146
C -3.065 2.830 -0.199
C -1.964 2.361 -0.902
C -0.724 2.146 -0.287
C 0.414 1.556 -1.018
C -0.629 2.467 1.072
C -1.717 2.942 1.794
H -4.021 2.988 -0.681
H -2.065 2.153 -1.962
H 1.377 1.891 -0.641
H 0.350 1.725 -2.095
H 0.321 2.327 1.576
H -1.637 3.179 2.847
C 0.625 -2.723 -1.088
H -0.271 -3.208 -0.698
H 1.495 -3.072 -0.534
H 0.745 -2.991 -2.142
*
```

Properties
HOMO-LUMO gap (alpha / beta) (eV): 5.00 / 6.63
Highest occupied orbital energy (alpha / beta) (eV): -5.11 / -6.96
Relative energy (zero: lowest compared OMol25 entry of this formula, charge and spin) (kcal per mole): 0.00
DFT total energy (eV): -36980.3331

natural (NBO) population analysis, charges in e, atoms 1 to 4: number 1, Pd, carries 1.0505; number 2, C, carries -0.6363; number 3, C, carries 0.2487; number 4, C, carries -0.3235

# 2
A molecular structure, C25H24N10O2Pd in a non-equilibrium geometry. Source: the Open Molecules 2025 dataset; level of theory: ωB97M-V/def2-TZVPD.

Structure (ORCA input):
```
! RIJCOSX wB97M-V def2-TZVPD def2/J DEFGRID3
* xyz 1 4
Pd 0.045 -0.406 0.086
C -3.935 -3.087 2.805
N -3.361 -2.278 1.734
C -2.185 -1.648 1.703
N -2.014 -1.092 0.513
C -3.147 -1.430 -0.159
N -3.982 -2.146 0.553
C -3.302 -4.463 2.868
C -4.052 -5.598 2.563
C -3.467 -6.865 2.616
C -2.142 -7.011 2.954
C -1.369 -5.867 3.251
C -1.972 -4.594 3.216
C -0.006 -5.990 3.558
N 0.711 -7.145 3.700
N 1.928 -6.833 3.947
C 2.024 -5.464 3.960
O 0.793 -4.878 3.727
C 3.176 -4.692 4.116
C 4.430 -5.307 4.337
C 5.557 -4.524 4.425
C 5.475 -3.139 4.285
C 4.238 -2.517 4.076
C 4.215 -1.008 3.944
N 2.968 -0.476 3.428
C 2.380 -0.709 2.248
N 1.228 -0.062 2.192
C 1.166 0.568 3.396
N 2.200 0.336 4.169
C 3.096 -3.281 4.007
H -4.997 -3.168 2.593
H -3.796 -2.557 3.746
H -1.485 -1.588 2.519
H -3.362 -1.128 -1.170
H -5.094 -5.493 2.290
H -4.063 -7.737 2.384
H -1.672 -7.984 2.995
H -1.375 -3.730 3.478
H 4.480 -6.383 4.430
H 6.521 -4.985 4.592
H 6.374 -2.536 4.336
H 5.031 -0.689 3.293
H 4.361 -0.542 4.917
H 2.770 -1.351 1.474
H 0.350 1.201 3.702
H 2.124 -2.829 3.864
N 1.251 1.364 -1.011
H 2.149 1.032 -1.339
H 1.421 2.149 -0.396
H 0.736 1.697 -1.815
O 1.173 -1.966 -0.892
N 1.106 -1.795 -2.201
C 2.250 -1.665 -2.898
C 2.231 -1.483 -4.260
C 1.019 -1.439 -4.936
C -0.147 -1.601 -4.198
C -0.085 -1.783 -2.838
H 3.149 -1.711 -2.304
H 3.164 -1.369 -4.792
H 0.992 -1.306 -6.008
H -1.114 -1.581 -4.680
H -0.938 -1.977 -2.209
*
```

Properties
HOMO-LUMO gap (alpha / beta) (eV): 4.96 / 5.81
Highest occupied orbital energy (alpha / beta) (eV): -7.70 / -10.60
DFT total energy (eV): -48780.0664

natural (NBO) population analysis, charges in e, atoms 1 to 4: number 1, Pd, carries 0.7504; number 2, C, carries -0.2512; number 3, N, carries -0.1556; number 4, C, carries 0.2013